C23H48NOP3RhS | ωB97M-V with the def2-TZVPD basis set

As for the spin multiplicity: 5. As for the charge: +3. The expectation value of S² is 6.0231. The value obtained for the total energy is -69850.8742 eV. The calculation puts the gap between HOMO and LUMO (alpha / beta) at 7.24 / 3.47 eV.

Last column: Löwdin spin population.
Cartesian coordinates (Å):
Rh: 0.1733 0.3561 -0.8449  1.475
P: 1.8060 1.2637 0.4180  0.172
P: -1.5361 1.6033 -0.1204  0.219
P: 0.6565 1.1357 -2.8310  0.216
H: -1.2182 -1.9342 -0.4319  0.018
C: -0.4125 -1.7566 -1.1498  0.189
C: 0.9157 -1.7158 -0.6584  0.181
H: 1.0669 -1.9028 0.4085  0.014
C: 1.8052 0.6042 2.1179  0.037
C: 1.8091 3.0740 0.6827  0.038
C: 3.4715 0.8980 -0.2202  0.033
C: -3.1003 0.7885 -0.5415  0.051
C: -1.6136 1.8163 1.6870  0.036
C: -1.6060 3.3149 -0.7439  0.047
C: 1.8922 0.0248 -3.5932  0.055
C: 1.4059 2.7893 -2.9886  0.039
C: -0.9173 1.2853 -3.7628  0.050
H: -0.6278 -1.9677 -2.2013  0.021
H: 1.7701 -1.8803 -1.3198  0.019
H: 1.6730 -0.4861 2.1041  0.001
H: 0.9709 1.0366 2.6875  0.000
H: 2.7561 0.8629 2.6076  0.008
H: 0.9552 3.3930 1.2934  0.000
H: 1.7955 3.6206 -0.2687  0.000
H: 2.7324 3.3329 1.2213  0.008
H: 3.6060 -0.1846 -0.3239  0.001
H: 4.2123 1.2789 0.4953  0.007
H: 3.6434 1.3723 -1.1939  0.000
H: -3.9344 1.4495 -0.2717  0.011
H: -3.1827 -0.1509 0.0213  0.000
H: -3.1402 0.5698 -1.6155  0.002
H: -2.5740 2.2926 1.9281  0.008
H: -0.7994 2.4549 2.0505  0.000
H: -1.5574 0.8325 2.1758  0.001
H: -2.5303 3.7708 -0.3625  0.009
H: -1.6176 3.3624 -1.8388  0.000
H: -0.7494 3.8900 -0.3669  0.000
H: 2.1247 0.3638 -4.6116  0.011
H: 1.5122 -1.0067 -3.6330  0.002
H: 2.8108 0.0390 -2.9889  0.001
H: 1.5087 3.0128 -4.0609  0.009
H: 2.4020 2.8217 -2.5269  0.000
H: 0.7586 3.5480 -2.5287  0.001
H: -0.7016 1.4737 -4.8223  0.010
H: -1.4864 2.1329 -3.3607  0.000
H: -1.5255 0.3737 -3.6731  0.004
C: -0.5324 -2.7497 -6.5386  0.267
C: -1.6735 -2.7856 -7.3608  0.082
C: -1.9649 -3.9457 -8.0802  0.056
C: -1.1031 -5.0486 -8.0109  0.277
C: 0.0812 -4.9743 -7.2637  0.088
C: 0.3819 -3.8213 -6.5372  0.050
S: -0.3098 -1.3876 -5.4681  0.130
H: -0.6854 -1.9583 -4.2641  0.028
H: -2.3375 -1.9208 -7.3667  0.001
H: -2.8789 -3.9924 -8.6760  0.000
H: -1.3580 -5.9701 -8.5388  0.010
H: 0.7546 -5.8314 -7.2348  0.001
H: 1.2801 -3.7356 -5.9253  -0.001
O: -0.7640 -1.4059 2.1677  0.009
C: -1.0638 -1.6220 3.3522  0.001
C: -0.0897 -2.2058 4.3558  0.000
C: 0.3198 -1.2549 5.4773  0.000
C: -0.7255 -1.0876 6.5941  0.000
C: -2.0740 -0.5301 6.1395  0.000
C: -2.8057 -1.4477 5.1647  0.000
N: -2.3054 -1.2945 3.8012  0.001
H: -0.5306 -3.1280 4.7569  0.000
H: 0.7983 -2.4898 3.7837  0.000
H: 1.2438 -1.6461 5.9292  0.000
H: 0.5884 -0.2764 5.0511  0.000
H: -0.8691 -2.0635 7.0766  0.000
H: -0.3123 -0.4171 7.3574  0.000
H: -2.7443 -0.3800 6.9956  0.000
H: -1.9254 0.4621 5.6930  0.000
H: -2.7049 -2.4932 5.4952  0.000
H: -3.8736 -1.2050 5.1220  0.000
H: -2.9880 -1.1807 3.0580  0.000

Atomic forces in eV per Å
0.3187 -0.5065 0.7541
1.1764 0.1680 1.4381
-1.4875 0.4080 1.4565
0.4933 0.9428 -1.6863
0.2231 0.0644 -0.2184
1.0523 -0.4688 0.7776
-1.3176 -0.8690 -0.0651
-0.0788 0.1362 -0.2989
0.0793 -0.0820 0.0420
0.0136 0.0860 -0.2107
0.0824 0.0273 0.0173
-0.2019 0.1139 -0.1229
-0.2082 -0.0430 0.0117
0.0131 0.0532 -0.1563
-0.1966 -0.0338 -0.4299
-0.0416 0.0342 -0.2138
0.4077 -0.2171 -0.5557
0.1312 0.2439 0.3330
-0.2321 0.2711 0.1168
0.0373 0.3328 0.0483
0.2536 -0.1546 -0.1927
-0.2627 -0.0494 -0.1013
0.2386 -0.1328 -0.1731
0.0340 -0.1062 0.2532
-0.2250 -0.0701 -0.1277
-0.0215 0.1917 0.0523
-0.0986 -0.0853 -0.1928
-0.0295 -0.0664 0.2338
0.0795 -0.1819 -0.0810
0.0766 0.2511 -0.1248
-0.0716 0.0560 0.2422
0.2211 -0.0473 0.0479
-0.2542 -0.1460 -0.1080
0.0167 0.2365 -0.1839
0.2029 -0.0680 -0.0783
-0.0383 0.0559 0.3477
-0.2424 -0.1670 -0.0956
0.0576 -0.1554 0.1780
0.2778 0.4031 0.0842
-0.3168 0.0969 -0.1350
0.0189 0.0623 0.2749
-0.3021 -0.0258 -0.1261
0.2076 -0.1830 -0.1397
-0.2333 0.0451 0.1424
0.2288 -0.2782 -0.1330
0.1715 0.3326 0.0110
0.1875 -0.3381 0.5417
-1.0053 -0.7034 -1.4033
-0.6263 1.6522 0.3946
-0.4119 -0.3190 -0.3903
1.4233 0.8130 1.2871
0.1258 -1.6205 -0.2805
-0.7279 0.0703 0.2591
0.5788 -0.0999 -0.9420
0.1053 -0.3072 -0.1388
0.3027 -0.0269 0.2096
0.1152 0.2710 0.0908
-0.1344 0.2705 -0.0305
-0.2005 -0.1969 -0.2695
0.1255 -0.1136 -0.1929
-0.5749 0.3298 0.3900
0.0599 -0.1122 -0.5400
0.0331 0.1596 0.4836
0.1870 0.1281 0.0559
-0.1678 -0.0197 0.2065
0.0340 0.0222 0.0380
0.3339 -0.4550 -0.7499
0.0912 0.1368 0.0492
-0.1650 -0.0399 0.0256
-0.2800 0.0935 -0.1240
-0.1023 -0.1040 0.0556
-0.0341 0.1451 -0.0409
-0.0387 -0.1795 -0.0996
0.3209 -0.0649 -0.0038
-0.1324 -0.1374 -0.0574
-0.1496 0.2199 -0.0810
0.2656 -0.0906 0.0795
0.2081 0.1416 0.2655



C18H21NO6 | ωB97M-V with the def2-TZVPD basis set

The energy above the lowest of the compared OMol25 structures with the same formula, charge and spin is 75.0 kJ/mol. As for the charge: 0. The value obtained for the total energy is -32780.7540 eV. The calculation puts the gap between HOMO and LUMO at 9.65 eV.

Last column: Löwdin charge in e.
Cartesian coordinates (Å):
C: 6.8854 2.4018 3.2333  -0.070
C: 6.0713 1.4230 4.0796  -0.222
O: 5.2590 0.5795 3.2386  -0.001
C: 4.5109 -0.3461 3.8845  -0.464
O: 4.6477 -0.7397 5.0367  0.095
C: 3.4559 -1.0184 3.1061  0.086
C: 2.9263 -0.7216 1.8554  -0.079
C: 3.2903 0.4110 0.9354  -0.115
O: 2.4146 0.2941 -0.1810  -0.054
C: 1.4255 -0.7199 0.0745  -0.182
C: -0.0172 -0.2108 0.3035  -0.174
O: -0.8608 -0.4128 -0.8765  0.061
C: -1.9958 0.3120 -0.8734  -0.552
O: -2.3524 1.0732 -0.0212  0.108
N: -2.8732 0.1158 -1.9471  0.079
C: -4.1685 0.7433 -2.0349  -0.160
C: -4.9838 0.1234 -3.1597  -0.220
C: -6.1188 -0.6014 -2.7949  -0.051
C: -6.8458 -1.2463 -3.7844  -0.070
C: -6.4378 -1.0889 -5.1463  -0.082
C: -5.3449 -0.2992 -5.5216  -0.080
C: -4.6147 0.3111 -4.4976  -0.045
C: -0.5012 -1.0041 1.5010  -0.107
O: 0.6429 -1.4696 2.2287  -0.044
C: 1.7585 -1.4725 1.3342  -0.239
H: 7.3547 1.9112 2.3789  0.074
H: 6.2181 3.1887 2.8227  0.080
H: 7.6519 2.9098 3.8638  0.088
H: 6.7337 0.8658 4.7377  0.119
H: 5.4402 1.9740 4.7592  0.119
H: 2.9943 -1.8531 3.6090  0.124
H: 3.1455 1.3464 1.4209  0.124
H: 4.3481 0.3213 0.6483  0.139
H: 1.4133 -1.4404 -0.7829  0.177
H: 0.0410 0.8446 0.5648  0.165
H: -2.6967 -0.6530 -2.6165  0.155
H: -4.0270 1.7777 -2.2611  0.115
H: -4.7575 0.7002 -1.0981  0.128
H: -6.3869 -0.7443 -1.7556  0.111
H: -7.7030 -1.8462 -3.4983  0.099
H: -6.9782 -1.6574 -5.9082  0.098
H: -5.0714 -0.2432 -6.5563  0.095
H: -3.6964 0.8587 -4.7320  0.119
H: -1.0961 -0.3616 2.1690  0.138
H: -1.1537 -1.8308 1.1514  0.144
H: 2.0526 -2.5052 1.1105  0.171

Atomic forces in eV per Å
-0.5653 0.5358 -0.0288
0.8047 0.4285 0.1493
-0.3541 -0.0554 0.5484
-0.1733 -1.3355 0.9974
0.5965 1.3997 -1.0532
-1.2624 0.6878 -3.4383
1.9039 0.1116 3.7267
0.2219 -1.3259 -0.0419
-0.6037 -0.6018 0.1084
-0.7975 -0.4340 -1.8523
0.5196 0.2479 -0.2834
0.4607 0.1426 0.2777
-2.3093 -0.1627 -1.4513
0.5701 0.8337 1.4353
2.2061 -2.0517 -0.3273
-0.6131 -0.1249 0.0386
0.2035 0.4547 0.5380
0.1920 -0.4229 -0.8467
0.6508 0.5838 -1.2655
-0.6018 -0.5052 0.7243
-0.6288 -0.5741 1.4448
0.1370 -0.3468 0.0184
-0.9083 -0.1355 0.4284
-0.0957 0.3934 -0.7763
0.2973 -0.4663 0.1625
0.1459 -0.0552 0.2075
0.3975 -0.4018 0.1952
-0.5251 -0.4839 -0.4634
-0.0286 -0.5778 -0.2772
-0.5105 0.1728 0.1237
0.1151 -0.0225 0.2888
-0.0720 0.9470 0.4282
-0.3188 0.1649 -0.2492
0.0477 0.8092 0.4002
-0.2059 0.0957 -0.3099
-0.0262 0.8381 0.8205
0.0701 0.9317 -0.0145
0.5554 -0.1633 -0.2985
0.0767 0.1742 0.0242
0.0637 -0.0236 -0.3037
0.0996 0.3247 0.1846
0.1758 0.1867 -0.2744
-0.3802 -0.0115 0.1273
0.2104 -0.3571 -0.1700
0.4202 0.1497 0.2235
-0.1616 0.0254 0.1038



C6H13N | ωB97M-V with the def2-TZVPD basis set

The energy above the lowest of the compared OMol25 structures with the same formula, charge and spin is 164.6 kJ/mol. As for the charge: 0. The value obtained for the total energy is -7921.1272 eV. The calculation puts the gap between HOMO and LUMO at 9.03 eV.

Last column: Löwdin charge in e.
Cartesian coordinates (Å):
C: -1.3387 1.7102 0.5272  -0.123
C: -1.4176 0.4668 -0.3723  -0.206
C: -0.1076 -0.4289 -0.2867  -0.260
C: -0.0189 -1.6883 0.1842  -0.154
N: -1.2779 -2.3573 0.4612  0.007
C: 1.1433 0.3173 -0.7718  -0.237
C: 2.3550 0.4829 0.1593  -0.104
H: -0.5594 2.2953 0.0333  0.057
H: -2.3502 2.1405 0.6097  0.072
H: -1.1595 1.6696 1.6041  0.074
H: -2.2138 -0.1615 0.0464  0.081
H: -1.4796 0.8286 -1.5236  0.155
H: 0.8877 -2.0804 0.7284  0.126
H: -1.0782 -3.3248 0.6462  0.057
H: -1.7179 -2.3571 -0.4408  0.064
H: 1.4309 -0.1424 -1.7204  0.105
H: 0.7574 1.3209 -1.1040  0.093
H: 2.7452 -0.5100 0.3797  0.053
H: 2.2382 0.8478 1.1994  0.083
H: 3.1615 0.9708 -0.3595  0.058

Atomic forces in eV per Å
-0.2464 0.2181 -0.4251
1.2772 -1.5544 -0.8537
0.7364 1.0509 0.1719
-0.9461 1.2111 1.5435
1.3036 -0.1278 -0.2527
-1.0949 1.3287 0.0602
-0.1111 -1.3705 0.4919
-0.5257 0.9182 0.5863
0.4201 0.5094 -1.0049
0.7974 -1.0706 -0.1481
-0.2714 0.1630 -1.0172
-0.5473 -0.9407 2.7150
-0.8083 0.2081 -1.3505
-0.1016 -0.3981 0.2845
-0.7734 -0.1138 -0.1886
0.4029 -0.0868 0.1521
0.6337 -0.6731 0.3633
0.1459 -0.3577 -0.2184
-0.5552 0.5277 -0.8717
0.2646 0.5581 -0.0377